Record 1
Density functional theory data (ωB97M-V/def2-TZVPD) for a cluster of 2 separate species, C4H14N3 in total in a non-equilibrium geometry.

Atoms and positions in Å:
C -1.79 -1.59 -0.50
N -0.66 1.64 -1.76
C -1.32 0.50 -1.61
N -0.92 -0.48 -0.86
H -1.25 -2.54 -0.58
H -2.75 -1.51 -1.00
H -1.98 -1.44 0.56
H 0.05 1.94 -1.10
H -1.00 2.35 -2.39
H -2.31 0.34 -2.07
H -0.23 -0.31 -0.12
C 1.37 1.13 1.11
N 1.92 0.05 1.87
C 1.41 -1.20 1.43
H 1.49 0.97 0.03
H 0.25 1.15 1.25
H 1.74 2.11 1.41
H 1.69 0.15 2.85
H 0.35 -1.36 1.61
H 1.98 -1.97 1.93
H 1.58 -1.33 0.33

Calculated values
**HOMO level (alpha / beta)**: -3.79 / -8.81 eV
**Frontier orbital gap (alpha / beta)**: 4.786 / 9.745 eV
**⟨S²⟩**: 0.75
**DFT total energy**: -8842.08501 eV
**Energy relative to the best compared isomer or geometry (same formula, charge and spin)**: 122.54 kJ/mol
**2S+1**: 2

Record 2
Density functional theory data (ωB97M-V/def2-TZVPD) for a cluster of 15 separate species, C46H117N8O22 in total in a non-equilibrium geometry.

Atoms and positions in Å:
C -16.43 -11.97 -25.93
C -16.58 -12.66 -24.56
C -15.63 -13.90 -24.23
O -14.33 -13.41 -23.79
C -13.59 -14.11 -22.91
N -16.54 -11.69 -23.40
H -15.90 -10.93 -23.58
H -17.48 -11.34 -23.38
H -16.31 -12.12 -22.52
H -17.05 -12.57 -26.60
H -15.43 -12.18 -26.32
H -16.73 -10.96 -26.23
H -17.62 -13.00 -24.59
H -15.59 -14.50 -25.14
H -16.03 -14.48 -23.40
H -12.58 -14.21 -23.31
H -13.79 -15.17 -22.78
H -13.54 -13.60 -21.94
C -10.20 -6.10 -13.41
C -11.58 -6.89 -13.63
C -12.64 -6.12 -14.38
O -13.83 -6.92 -14.43
C -15.04 -6.31 -14.96
N -11.38 -8.29 -14.17
H -10.73 -8.28 -14.95
H -10.96 -8.97 -13.55
H -12.24 -8.69 -14.51
H -9.68 -5.82 -14.33
H -9.51 -6.66 -12.78
H -10.34 -5.10 -13.00
H -12.13 -7.02 -12.70
H -12.24 -5.95 -15.38
H -13.00 -5.21 -13.91
H -15.08 -6.49 -16.03
H -15.16 -5.24 -14.79
H -15.89 -6.81 -14.49
C -12.17 -10.86 -23.39
C -10.82 -10.85 -22.63
C -10.85 -9.97 -21.29
O -9.80 -10.21 -20.46
C -9.97 -9.73 -19.14
N -10.08 -12.15 -22.38
H -9.48 -11.92 -21.60
H -10.66 -12.83 -21.91
H -9.48 -12.51 -23.11
H -12.19 -11.15 -24.44
H -12.65 -9.89 -23.22
H -12.84 -11.56 -22.89
H -10.15 -10.25 -23.25
H -11.77 -10.24 -20.77
H -11.05 -8.97 -21.68
H -10.40 -10.54 -18.54
H -10.52 -8.79 -19.12
H -9.01 -9.60 -18.65
C -13.46 -12.23 -16.82
C -14.25 -11.29 -17.73
C -13.98 -9.77 -17.57
O -12.89 -9.39 -18.37
C -12.83 -7.89 -18.55
N -13.99 -11.68 -19.22
H -13.02 -11.62 -19.50
H -14.53 -12.50 -19.49
H -14.31 -10.95 -19.84
H -13.38 -13.25 -17.18
H -13.82 -12.27 -15.80
H -12.42 -11.94 -16.67
H -15.31 -11.51 -17.58
H -13.78 -9.60 -16.51
H -14.82 -9.09 -17.74
H -12.54 -7.51 -19.53
H -12.08 -7.62 -17.81
H -13.82 -7.49 -18.30
C -16.29 -4.94 -19.21
C -16.97 -3.95 -20.11
C -17.15 -4.55 -21.61
O -17.81 -3.69 -22.48
C -18.05 -4.38 -23.70
N -18.32 -3.40 -19.56
H -18.97 -3.21 -20.32
H -18.64 -4.04 -18.85
H -18.29 -2.50 -19.12
H -16.84 -5.86 -19.04
H -16.02 -4.49 -18.25
H -15.29 -5.24 -19.53
H -16.45 -3.00 -20.25
H -17.45 -5.60 -21.55
H -16.15 -4.80 -21.94
H -18.15 -3.69 -24.54
H -18.91 -5.02 -23.51
H -17.25 -5.04 -24.02
C -16.62 -16.41 -11.47
C -17.16 -16.61 -12.92
C -16.77 -15.51 -14.00
O -15.59 -15.91 -14.76
C -15.57 -15.21 -15.99
N -16.68 -17.94 -13.47
H -16.99 -18.13 -14.41
H -15.69 -18.11 -13.37
H -17.17 -18.70 -13.00
H -15.54 -16.54 -11.41
H -17.17 -17.06 -10.78
H -16.85 -15.38 -11.23
H -18.24 -16.70 -12.97
H -16.78 -14.54 -13.51
H -17.64 -15.42 -14.64
H -16.53 -15.31 -16.48
H -14.80 -15.57 -16.67
H -15.37 -14.15 -15.80
C -18.94 -9.10 -19.87
C -18.00 -9.98 -18.99
C -17.92 -9.60 -17.54
O -17.25 -10.59 -16.80
C -16.91 -10.03 -15.51
N -18.29 -11.47 -19.28
H -19.27 -11.67 -19.14
H -18.05 -11.67 -20.24
H -17.79 -12.08 -18.64
H -18.49 -8.12 -20.01
H -19.84 -9.03 -19.26
H -19.16 -9.46 -20.87
H -16.99 -9.94 -19.40
H -18.90 -9.46 -17.09
H -17.42 -8.63 -17.51
H -16.43 -9.05 -15.61
H -16.22 -10.77 -15.10
H -17.66 -9.88 -14.74
C -11.36 -15.01 -12.65
C -10.65 -13.60 -12.99
C -10.67 -13.12 -14.57
O -9.37 -12.62 -15.04
C -9.47 -12.22 -16.35
N -11.27 -12.45 -12.08
H -12.24 -12.19 -12.20
H -11.03 -12.54 -11.10
H -10.69 -11.68 -12.39
H -11.42 -15.22 -11.58
H -10.61 -15.76 -12.91
H -12.39 -15.19 -12.98
H -9.60 -13.62 -12.73
H -11.29 -12.28 -14.87
H -10.93 -13.99 -15.17
H -9.85 -12.96 -17.05
H -8.52 -11.76 -16.63
H -10.07 -11.31 -16.35
C -14.70 -9.42 -11.79
C -14.31 -10.63 -12.75
O -14.25 -11.75 -12.21
O -13.75 -10.27 -13.79
H -15.77 -9.50 -11.57
H -14.60 -8.49 -12.36
H -14.12 -9.29 -10.88
C -15.47 -7.50 -21.53
C -15.06 -8.80 -22.24
O -14.82 -9.81 -21.48
O -15.27 -9.07 -23.45
H -16.56 -7.47 -21.42
H -15.27 -6.64 -22.18
H -14.84 -7.16 -20.71
C -11.65 -6.17 -21.97
C -12.41 -4.94 -22.54
O -11.87 -4.43 -23.54
O -13.38 -4.43 -21.96
H -10.90 -6.66 -22.59
H -12.43 -6.91 -21.79
H -11.21 -5.95 -21.00
C -16.27 -15.67 -20.51
C -16.44 -14.16 -20.14
O -16.75 -13.32 -20.97
O -16.16 -13.86 -19.01
H -17.07 -16.34 -20.19
H -15.28 -16.08 -20.33
H -16.40 -15.87 -21.57
C -13.29 -4.25 -17.37
C -13.71 -3.36 -16.22
O -12.79 -2.87 -15.47
O -14.96 -3.12 -16.12
H -12.21 -4.44 -17.34
H -13.51 -3.74 -18.31
H -13.76 -5.23 -17.28
C -7.97 -7.06 -17.85
C -9.27 -6.83 -17.08
O -9.84 -7.74 -16.57
O -9.52 -5.60 -16.88
H -8.26 -7.13 -18.89
H -7.61 -8.00 -17.42
H -7.18 -6.33 -17.65
C -11.48 -15.62 -18.93
C -11.31 -14.41 -19.75
O -11.12 -13.33 -19.18
O -11.39 -14.51 -21.01
H -10.52 -15.68 -18.40
H -11.83 -16.57 -19.35
H -12.32 -15.38 -18.28

Calculated values
**HOMO level**: -6.73 eV
**Frontier orbital gap**: 3.056 eV
**Charge**: +1
**DFT total energy**: -106546.22881 eV
**Energy relative to the best compared isomer or geometry (same formula, charge and spin)**: 1337.73 kJ/mol

Record 3
Density functional theory data (ωB97M-V/def2-TZVPD) for a cluster of 6 separate species, C37H39N2O3 in total in a non-equilibrium geometry.

Atoms and positions in Å:
O -0.73 -0.20 -0.14
C -0.20 -0.51 -1.33
O 0.06 -1.95 -1.64
C 0.16 0.59 -2.53
C -1.22 1.32 -3.14
C -2.44 0.20 -2.90
C -3.49 0.58 -1.77
C -4.63 -0.54 -1.50
O -5.71 -0.42 -0.52
C -4.38 -1.79 -2.49
N -3.31 -1.83 -3.48
N -2.32 -0.96 -3.78
H -0.69 -2.51 -1.26
H 0.59 -0.04 -3.44
H 0.92 1.38 -2.13
H -1.10 1.62 -4.27
H -1.42 2.30 -2.52
H -3.42 1.59 -1.19
H -5.26 -0.42 0.39
H -5.12 -2.71 -2.39
H -3.28 -2.70 -4.09
C -0.17 1.01 2.65
C -0.90 1.17 3.82
C -0.34 1.85 4.91
C 0.94 2.38 4.81
C 1.67 2.22 3.63
C 1.12 1.53 2.55
H -0.60 0.47 1.81
H -1.91 0.76 3.90
H -0.91 1.97 5.82
H 1.38 2.91 5.65
H 2.68 2.63 3.56
H 1.69 1.40 1.64
C -5.01 -3.15 1.81
C -6.38 -2.96 1.64
C -7.28 -3.74 2.35
C -6.82 -4.71 3.25
C -5.45 -4.89 3.42
C -4.54 -4.12 2.70
H -4.30 -2.54 1.25
H -6.74 -2.20 0.95
H -8.35 -3.60 2.21
H -7.53 -5.31 3.80
H -5.09 -5.64 4.12
H -3.47 -4.27 2.83
C 4.71 1.20 -1.41
C 5.87 1.95 -1.61
C 6.41 2.05 -2.89
C 5.79 1.42 -3.97
C 4.62 0.68 -3.77
C 4.08 0.57 -2.49
H 4.28 1.12 -0.41
H 6.35 2.44 -0.77
H 7.32 2.63 -3.05
H 6.21 1.51 -4.97
H 4.14 0.20 -4.61
H 3.18 -0.01 -2.33
C 1.66 4.26 -0.89
C 1.83 5.18 -1.93
C 1.21 6.43 -1.87
C 0.44 6.77 -0.76
C 0.27 5.85 0.28
C 0.88 4.60 0.21
H 2.14 3.29 -0.95
H 2.44 4.92 -2.79
H 1.34 7.14 -2.68
H -0.04 7.74 -0.71
H -0.33 6.12 1.15
H 0.75 3.88 1.02
C 2.31 -3.87 -0.01
C 2.15 -3.03 1.10
C 2.98 -3.17 2.21
C 3.98 -4.15 2.21
C 4.15 -4.98 1.11
C 3.31 -4.85 0.00
H 1.66 -3.76 -0.87
H 1.38 -2.27 1.09
H 2.85 -2.52 3.07
H 4.63 -4.25 3.08
H 4.93 -5.74 1.11
H 3.44 -5.50 -0.86

Calculated values
**HOMO level**: -10.91 eV
**Frontier orbital gap**: 5.324 eV
**Charge**: +1
**DFT total energy**: -48110.00253 eV
**Energy relative to the best compared isomer or geometry (same formula, charge and spin)**: 705.17 kJ/mol

Record 4
Density functional theory data (ωB97M-V/def2-TZVPD) for the ion C7H10N with charge +1 in a non-equilibrium geometry.

Atoms and positions in Å:
C 0.03 0.44 -0.03
C 2.50 0.64 -0.03
C 1.32 -1.51 -0.54
C -0.39 -1.76 -0.25
C 1.39 -0.13 -0.20
C -0.16 1.86 0.42
C -2.28 -0.55 -0.01
N -0.83 -0.51 0.06
H 2.52 1.73 0.19
H 3.44 0.01 0.12
H 1.97 -2.35 -0.66
H -0.91 -2.64 -0.47
H 0.70 2.52 0.11
H -0.40 1.82 1.52
H -1.03 2.42 0.11
H -2.50 -1.14 -1.03
H -2.84 0.33 -0.11
H -2.54 -1.17 0.80

Calculated values
**HOMO level (alpha / beta)**: -13.04 / -12.78 eV
**Frontier orbital gap (alpha / beta)**: 7.603 / 6.934 eV
**Charge**: +1
**DFT total energy**: -8900.17563 eV
**Energy relative to the best compared isomer or geometry (same formula, charge and spin)**: 329.74 kJ/mol